w) ORCA calculation (wB97M-V/def2-TZVPD) on an isolated molecule of C8H10N2O2.

Each line ends with the natural charge from an NBO analysis.
Positions of all 22 atoms, in Å:
C (0.19266, -0.56543, 1.76985)  -0.411
N (1.03761, -0.32339, 0.58717)  -0.309
C (2.11866, -0.99936, 0.26678)  -0.041
C (2.71919, -0.47417, -0.84432)  -0.310
C (1.85580, 0.58758, -1.28833)  -0.256
C (0.83971, 0.67819, -0.32879)  0.009
C (-0.10843, 1.72101, -0.16108)  -0.154
C (-1.43124, 1.56043, 0.08086)  -0.271
C (-2.18571, 0.32485, -0.25281)  0.569
O (-3.34207, 0.18297, 0.13207)  -0.643
N (-1.54385, -0.70878, -0.82118)  -0.323
O (-2.38557, -1.80574, -1.01518)  -0.554
H (0.77235, -1.08010, 2.55112)  0.217
H (-0.08843, 0.44294, 2.08189)  0.223
H (-0.73323, -1.11795, 1.57314)  0.220
H (2.37810, -1.86500, 0.86110)  0.213
H (3.64949, -0.76840, -1.32924)  0.231
H (1.88855, 1.26306, -2.15133)  0.227
H (0.27162, 2.73023, -0.22721)  0.220
H (-2.02333, 2.42336, 0.39778)  0.234
H (-0.68778, -0.81947, -1.31321)  0.421
H (-3.19409, -1.38681, -0.56911)  0.490

Output
Molar mass = 166.18 u
Highest occupied orbital energy = -8.34 eV
Frontier orbital gap = 8.5 eV
Structure (SMILES) = Cn1cccc1/C=C\C(=O)NO

---

x) ORCA calculation (wB97M-V/def2-TZVPD) on an isolated molecule of C8H10N2O2.

Each line ends with the natural charge from an NBO analysis.
Positions of all 22 atoms, in Å:
C (-0.04596, -1.57520, -2.06805)  0.194
C (0.86840, 0.98030, -0.45596)  -0.310
C (-0.20618, 1.14750, 0.32906)  0.137
C (-0.82422, 0.03900, 1.04931)  -0.455
C (-1.33813, -0.95744, 0.01063)  -0.451
C (-0.35362, -1.77375, -0.70367)  -0.170
C (1.72997, -0.15019, -0.38137)  -0.007
C (-0.84938, 2.51879, 0.47518)  -0.650
N (0.11198, -1.71609, -3.24621)  -0.280
N (2.16226, -1.02849, 0.65664)  0.444
O (2.92711, -1.96096, 0.35509)  -0.383
O (1.72000, -0.91174, 1.81156)  -0.423
H (1.12665, 1.74008, -1.18087)  0.236
H (-0.36273, -0.36149, 1.91983)  0.273
H (-1.83078, 0.36177, 1.44843)  0.211
H (-2.00969, -1.56453, 0.49725)  0.239
H (-2.08828, -0.35847, -0.60994)  0.220
H (-0.05117, -2.70708, -0.16330)  0.254
H (2.19486, -0.40965, -1.35415)  0.235
H (-1.98467, 2.56540, 0.28460)  0.228
H (-0.25688, 3.14938, -0.17366)  0.217
H (-0.63953, 2.97284, 1.49959)  0.240

Output
Molar mass = 166.18 u
Highest occupied orbital energy (alpha / beta) = -9.16 / -8.87 eV
Frontier orbital gap (alpha / beta) = 7.2 / 7.4 eV

---

Preferred: w); penalty for the next structure: 0.1750 hartree.

---

w) ORCA calculation (wB97M-V/def2-TZVPD) on a cluster of 2 separate species, C6H18NSi2 in total.

Each line ends with the natural charge from an NBO analysis.
Positions of all 27 atoms, in Å:
C (1.22056, 0.45300, -0.74358)  0.013
C (0.06005, -0.17156, -0.17575)  -0.267
C (1.32769, 1.87325, -1.27019)  -0.692
C (0.31958, -1.33473, 0.78164)  -0.624
C (-2.48069, 0.93027, 1.55255)  -1.143
C (-2.74155, -1.08445, -0.68795)  -1.147
N (0.43338, -0.51409, -1.55568)  -0.593
Si (3.99467, -0.40996, 0.71824)  0.841
Si (-1.84249, 0.45120, -0.10355)  1.373
H (1.52226, 1.76291, -2.35604)  0.225
H (2.32116, 2.26286, -0.81508)  0.245
H (0.50876, 2.52382, -1.19241)  0.233
H (-0.41607, -2.10818, 0.62048)  0.227
H (0.27346, -0.90044, 1.77004)  0.240
H (1.32136, -1.76334, 0.66595)  0.208
H (-2.27968, 0.16470, 2.28202)  0.253
H (-2.00356, 1.90116, 1.91894)  0.262
H (-3.52906, 1.22728, 1.60113)  0.276
H (-3.58598, -1.31032, 0.07398)  0.272
H (-3.34795, -0.78588, -1.56093)  0.262
H (-2.14859, -1.97505, -0.98316)  0.248
H (-0.15411, -0.08942, -2.30536)  0.430
H (0.88600, -1.39156, -1.66266)  0.430
H (4.56891, -1.85877, 0.46724)  -0.115
H (3.50406, -0.44732, 2.12001)  -0.132
H (4.52000, 0.68298, 0.01357)  -0.148
H (-1.79781, 1.60798, -1.02728)  -0.180

Output
Net charge = +1
Molar mass = 160.39 u
Highest occupied orbital energy (alpha / beta) = -11.59 / -12.13 eV
Frontier orbital gap (alpha / beta) = 6.7 / 7.4 eV

---

x) ORCA calculation (wB97M-V/def2-TZVPD) on the ion C6H18NSi2 with charge +1.

Each line ends with the natural charge from an NBO analysis.
Positions of all 27 atoms, in Å:
C (0.81043, -2.49254, 0.98044)  -0.649
C (0.23724, -1.91773, -0.28829)  -0.001
N (0.93113, -0.77498, -0.99236)  -0.680
Si (2.07836, -0.16446, -2.80328)  1.012
C (-0.41828, -0.62177, -0.34350)  -0.218
C (-1.70274, -0.55688, -1.08957)  -0.639
Si (-0.30922, 0.77202, 1.11505)  1.311
C (-1.36084, 0.77880, 2.71222)  -1.086
C (-0.28171, 2.52937, 0.31708)  -1.098
H (1.57230, -1.79905, 1.54472)  0.236
H (1.28262, -3.37926, 0.62079)  0.234
H (0.14953, -2.76470, 1.73190)  0.245
H (-0.15762, -2.64300, -1.04152)  0.229
H (1.50263, -0.27118, -0.35207)  0.400
H (2.55901, 1.35249, -3.15120)  -0.071
H (0.69760, -0.42491, -3.57778)  -0.104
H (3.10522, -1.09627, -2.56625)  -0.140
H (-1.63703, 0.24545, -1.81631)  0.231
H (-2.45351, -0.44719, -0.25278)  0.238
H (-2.02092, -1.42877, -1.60705)  0.228
H (1.17545, 0.55821, 1.56991)  -0.204
H (-1.06859, 1.76618, 3.27195)  0.271
H (-2.37614, 0.57441, 2.61157)  0.249
H (-1.03294, -0.02343, 3.37983)  0.251
H (-0.55508, 2.56019, -0.66742)  0.234
H (-0.91811, 3.28736, 0.74965)  0.265
H (0.72017, 2.93611, 0.59677)  0.256

Output
Net charge = +1
Molar mass = 160.39 u
Highest occupied orbital energy = -14.14 eV
Frontier orbital gap = 9.6 eV
Structure (SMILES) = C[C@@H]1[N@@H+]([SiH3])[C@]1(C)[SiH](C)C

---

Preferred: x); penalty for the next structure: 0.0539 hartree.

---

w) ORCA calculation (wB97M-V/def2-TZVPD) on a cluster of 4 separate species, C4H16N2O5 in total.

Each line ends with the natural charge from an NBO analysis.
Positions of all 27 atoms, in Å:
N (0.26724, -0.08693, 2.82172)  -0.863
C (-1.06390, -0.32427, 2.35081)  -0.214
C (-1.34603, -0.58634, 0.84293)  -0.448
C (-1.13105, 0.60799, -0.09971)  -0.143
N (-1.55318, 0.56624, -1.52422)  -0.861
C (0.54345, 0.58836, -0.33790)  0.846
O (1.24030, -0.39630, -0.44379)  -0.617
O (0.97891, 1.85264, -0.30012)  -0.782
H (0.68902, 0.90769, 2.76571)  0.359
H (0.95014, -0.66894, 2.37071)  0.370
H (-1.33345, -1.35304, 2.92247)  0.192
H (-1.73855, 0.47239, 2.87549)  0.197
H (-2.48207, -1.01967, 0.92020)  0.199
H (-0.72437, -1.33946, 0.46844)  0.219
H (-1.44992, 1.50826, 0.43365)  0.208
H (-1.08127, -0.22503, -2.10833)  0.385
H (-2.45294, 0.22759, -1.52297)  0.361
H (0.94506, 2.37679, -1.23162)  0.551
O (0.11190, 2.53811, -2.60464)  -0.987
H (0.13625, 2.64764, -3.60073)  0.507
H (-0.69851, 2.17162, -2.29027)  0.515
O (0.76287, -1.03460, -3.31562)  -0.945
H (0.57014, -1.47047, -2.42058)  0.474
H (1.70013, -0.95030, -3.21279)  0.473
O (2.44654, -2.55500, 2.21718)  -0.962
H (2.85517, -1.83261, 2.73886)  0.480
H (2.85813, -2.62232, 1.28512)  0.487

Output
Molar mass = 172.18 u
Highest occupied orbital energy = -8.85 eV
Frontier orbital gap = 9.4 eV
Structure (SMILES) = NCC[C@H](N)C(=O)O.O.O.O

---

x) ORCA calculation (wB97M-V/def2-TZVPD) on a cluster of 4 separate species, C4H16N2O5 in total.

Each line ends with the natural charge from an NBO analysis.
Positions of all 27 atoms, in Å:
C (-2.59197, -0.75408, -0.84173)  -0.641
C (-1.14242, -0.39784, -0.27349)  -0.039
C (-1.32332, 0.87533, 0.71855)  -0.221
N (-0.14269, 1.53015, 1.24824)  -0.887
N (-0.53930, -1.66027, 0.35445)  -0.661
C (0.18889, -2.45587, -0.41881)  0.884
O (0.58322, -3.50027, -0.10435)  -0.613
O (0.41161, -1.92978, -1.70638)  -0.722
H (-2.47311, -1.06955, -1.81251)  0.222
H (-3.19932, 0.20373, -0.75267)  0.218
H (-2.83670, -1.71338, -0.34435)  0.223
H (-0.39460, 0.08211, -1.09291)  0.207
H (-2.00458, 1.62571, 0.15927)  0.205
H (-1.81904, 0.44092, 1.54937)  0.166
H (-0.02575, 2.47257, 1.45100)  0.387
H (0.17749, 1.05985, 2.02518)  0.380
H (-0.87890, -1.74320, 1.23808)  0.407
H (0.98297, -2.56961, -2.10504)  0.498
O (2.65185, 0.69207, -0.08844)  -0.953
H (1.71989, 0.84025, -0.14380)  0.482
H (3.12416, 1.49569, -0.19054)  0.489
O (1.11761, 3.00222, -1.74541)  -0.926
H (0.89021, 2.40653, -1.02849)  0.458
H (0.81334, 2.48504, -2.47058)  0.464
O (2.35477, -0.22544, 2.50689)  -0.975
H (1.77550, -1.05365, 2.36907)  0.452
H (2.58018, -0.13923, 1.49941)  0.497

Output
Molar mass = 172.18 u
Highest occupied orbital energy = -9.73 eV
Frontier orbital gap = 10.1 eV
Structure (SMILES) = C[C@@H](CN)NC(=O)O.O.O.O

---

Preferred: x); penalty for the next structure: 0.0219 hartree.